# 1
# H3IO3P

A gas-phase ion, H3IO3P (charge +1) (ωB97M-V with the def2-TZVPD basis set, the OMol25 dataset).

Each line ends with the Mulliken charge.
Atoms and positions in Å:
I -2.2091 -1.0707 -0.4865  0.288
P -0.1143 -0.0496 0.0223  0.794
O 0.9786 -1.0571 0.5234  -0.415
O -0.2121 1.0723 1.1199  -0.382
O 0.5132 0.6372 -1.4191  -0.489
H 0.1834 1.4727 -1.8990  0.384
H 1.6335 -1.7000 0.2207  0.404
H -0.7732 0.6952 1.9184  0.416

The calculation puts the gap between HOMO and LUMO at 0.37527 Ha. The calculation puts the energy above the lowest of the compared OMol25 structures with the same formula, charge and spin at 13.9 kcal/mol. For the maximum force, the calculation gives 0.087 Eh/bohr. The LUMO energy is -0.1908 Ha. As for the net charge: +1.

# 2
# H2INS

2 unconnected molecules or ions with the total composition H2INS (ωB97M-V with the def2-TZVPD basis set, the OMol25 dataset).

Each line ends with the Mulliken charge.
Atoms and positions in Å:
I -2.3174 -0.6787 -0.1291  -0.052
S -0.1936 0.6132 -0.4831  0.094
N 0.6443 0.9620 0.7170  -0.373
H 1.0684 0.2378 1.3872  0.294
H 0.7982 -1.1343 -1.4920  0.038

The calculation puts the gap between HOMO and LUMO (alpha / beta) at 0.28412 / 0.29384 Ha. The calculation puts the energy above the lowest of the compared OMol25 structures with the same formula, charge and spin at 87.7 kcal/mol. For the maximum force, the calculation gives 0.045 Eh/bohr. The LUMO energy (alpha / beta) is -0.0481 / -0.0630 Ha.

# 3
# C4H9N2

A molecular structure, C4H9N2 (ωB97M-V with the def2-TZVPD basis set, the OMol25 dataset).

Each line ends with the Mulliken charge.
Atoms and positions in Å:
N 0.4324 -1.4817 -0.5534  -0.306
N 0.1175 0.2652 0.8422  -0.154
C -0.0578 -0.3186 -0.3420  0.445
C -1.0249 1.9081 -1.6748  -0.508
C 1.1409 -0.2523 1.8065  -0.934
C -1.3164 0.6751 -1.5531  -0.114
H -1.7201 -0.1187 -2.1753  0.309
H 0.9761 -1.9026 0.1967  0.189
H 2.1111 -0.1116 1.3967  0.426
H -0.1864 -2.1013 -1.0259  0.269
H -0.3904 2.5483 -1.0997  0.296
H -1.7072 2.5766 -2.3199  0.258
H 1.0572 -1.4005 1.9552  0.276
H -0.1071 1.2072 0.9309  0.241
H 1.0826 0.3439 2.7715  0.306

The calculation puts the gap between HOMO and LUMO at 0.43900 Ha. The calculation puts the energy above the lowest of the compared OMol25 structures with the same formula, charge and spin at 77.3 kcal/mol. For the maximum force, the calculation gives 0.124 Eh/bohr. The LUMO energy is -0.1220 Ha. As for the net charge: +1.

# 4
# C19H25BeN5O2S4

A molecular structure, C19H25BeN5O2S4 (ωB97M-V with the def2-TZVPD basis set, the OMol25 dataset).

Each line ends with the Mulliken charge.
Atoms and positions in Å:
S 2.1699 -2.8959 3.7006  -0.426
S -0.9417 0.3636 -2.4847  0.096
S -3.3176 0.8609 1.6495  -0.140
S -0.7617 -3.0253 -1.4342  -0.061
O -0.9344 0.0470 0.3522  -0.353
O 1.6212 -0.5506 -0.3749  -0.019
N 2.4417 -2.7081 -0.0269  -0.160
N 1.0920 1.5169 1.3367  -0.124
N 3.2041 -1.3794 -1.7367  -0.522
N 1.1379 2.5849 0.3619  -0.351
N 0.9444 -0.9141 2.2202  -0.368
C -3.1606 -0.5255 0.7362  -0.442
C -5.2448 -0.7763 1.7000  -0.815
C -1.9096 -0.7969 -0.1176  2.188
C -1.9909 0.5449 -3.8633  -0.527
C 3.6212 2.2653 -0.0865  -1.136
C 2.4578 3.2453 0.2572  1.240
C 2.2473 4.2466 -0.8804  -1.532
C -3.3696 -0.4176 -2.2507  -0.544
C -0.4458 -4.4532 -0.5269  -0.638
C -4.2781 -1.3192 0.8190  -0.420
C -1.4800 -2.2284 -0.0714  0.093
C 2.7554 4.0105 1.5439  -1.638
C 2.3667 -1.5320 -0.6694  0.584
C -0.8885 -4.3215 0.7576  -0.794
C 1.5437 -1.6731 2.8614  0.874
C -1.4832 -3.0550 1.0221  -0.562
C -3.2171 0.0570 -3.5732  -0.608
C -4.8902 0.4229 2.1739  -0.562
C -2.2246 -0.3559 -1.5557  -0.699
Be 0.4851 -0.1178 0.8332  -0.628
H 2.9298 3.3421 2.4197  0.310
H 1.5430 5.0860 -0.6453  0.341
H 3.6496 4.6376 1.4446  0.413
H 3.3499 1.9214 -1.1097  0.215
H -4.3384 -2.2688 0.3351  0.599
H 3.6142 1.4054 0.6003  0.249
H -0.8208 -5.0691 1.4978  0.475
H 3.2732 4.5950 -1.1346  0.389
H 1.6419 -2.8826 0.6002  -0.091
H -5.4765 1.0560 2.8132  0.468
H -3.9433 0.0235 -4.3955  0.330
H 0.3676 1.7250 2.0505  0.388
H 3.3252 -2.2144 -2.3348  0.248
H 0.0075 -5.3109 -0.9834  0.489
H 1.8618 4.6160 1.8219  0.395
H 3.1508 -3.4219 -0.1374  0.214
H 1.8970 3.7611 -1.8126  0.351
H -6.1592 -1.2611 1.9244  0.450
H 2.9826 -0.5253 -2.1856  0.226
H -4.2987 -0.8454 -1.9339  0.540
H -1.9831 -2.7814 1.9199  0.678
H 0.9007 2.1655 -0.5201  0.136
H 1.9506 1.3809 1.8745  0.349
H -1.5867 1.0159 -4.7890  0.363
H 4.6111 2.7295 0.0067  0.473

The calculation puts the gap between HOMO and LUMO at 0.30442 Ha. For the maximum force, the calculation gives 0.044 Eh/bohr. The LUMO energy is 0.0041 Ha.

# 5
# C70H56As2MnN4O9S

A molecular structure, C70H56As2MnN4O9S (ωB97M-V with the def2-TZVPD basis set, the OMol25 dataset).

Each line ends with the Mulliken charge.
Atoms and positions in Å:
As 1.8112 0.1115 1.5870  1.826
As 5.6234 0.3571 0.8099  -0.260
Mn -0.3966 0.3044 -0.3528  0.254
S -3.1900 -0.0314 -2.4265  0.215
O -2.6350 0.5493 -1.1587  -0.421
O 4.5306 -0.9219 -1.4799  -0.381
O 4.9151 -3.4605 2.1684  -0.156
O 2.3482 -0.4806 -1.2352  0.430
O 3.5053 3.8457 0.6521  -0.400
O 2.6161 -2.4453 3.8369  -0.634
O 2.0054 -3.3198 1.9124  -0.413
O 6.6780 -2.0909 2.3427  -0.608
O 2.0658 3.1573 2.1260  -0.742
N -0.7765 1.7324 1.0157  2.219
N 0.2090 1.7397 -1.6093  2.146
N -0.3524 -1.0601 -1.8358  1.896
N -1.2952 -1.0792 0.8264  2.048
C -2.7198 3.5886 -4.1510  -0.383
C -0.8050 -2.3522 -1.8044  -0.487
C -3.5575 1.0564 -4.9470  -0.457
C -1.0943 -5.4513 -1.0977  0.232
C -1.6164 -2.3671 0.5025  -0.419
C -2.2768 0.3236 4.1899  -0.822
C -0.5984 -2.9616 -3.0863  -1.929
C 0.6774 1.5347 -2.8821  -0.481
C 2.1138 -3.2807 0.4799  -0.114
C -0.4801 6.0618 -0.9882  -0.381
C -4.1820 0.3863 5.6719  -0.754
C -4.9617 -0.1141 -2.1512  0.733
C 4.2013 -2.0652 -2.2645  -0.685
C 3.2794 -1.2290 1.9030  -0.555
C 1.0989 0.3838 -5.0232  -0.833
C -1.0808 3.7476 2.0662  -1.551
C -3.8374 -5.8669 -1.1032  -0.912
C 0.7693 1.0494 -7.3213  -0.782
C 2.8341 2.8070 1.2328  0.238
C 5.6035 1.5364 2.3781  -0.914
C -3.1162 3.3643 -5.4637  -0.746
C 0.3959 3.0705 -1.3330  0.266
C 4.5926 -1.1513 1.6740  0.891
C -5.4897 0.5686 -1.0678  -0.263
C -1.5317 2.7902 2.9060  -1.851
C -1.4307 0.3195 5.2941  0.290
C 2.7467 -0.1666 -6.7009  -0.804
C 2.6613 -2.3960 2.6385  -0.315
C 0.5364 7.9844 0.0365  -0.532
C -1.6969 -0.8905 2.1179  -0.269
C -3.6554 0.3538 4.3873  0.023
C -1.4221 -2.9783 -0.7286  1.518
C 1.6907 0.6284 3.4680  -1.531
C -3.1777 1.3027 -3.6338  0.641
C -1.7187 0.3147 2.8012  1.612
C 5.5119 -2.2580 2.0944  0.031
C 1.2122 2.7581 -3.3987  -1.815
C -6.8607 0.5160 -0.8499  -0.842
C -1.3435 1.5294 2.2489  -0.681
C 0.1314 -0.8417 -3.1009  -0.649
C -1.6038 -6.7315 -1.2788  -0.974
C 3.9336 0.8613 -0.0708  0.245
C -3.3265 -4.5872 -0.9244  -0.093
C 2.3080 -0.2054 -5.3821  -0.054
C -2.2247 -2.1173 2.6465  -1.794
C -1.9496 -4.3658 -0.9180  -0.388
C 4.3308 3.7389 -0.5107  -0.629
C 1.2132 7.1481 0.9158  -1.243
C -5.7578 -0.8736 -2.9969  -0.278
C -1.9571 0.3484 6.5801  -0.888
C -0.0065 3.7375 -0.1831  1.497
C 1.0431 5.7702 0.8510  0.408
C -7.6768 -0.2198 -1.7024  -0.507
C 3.5063 -0.1836 -0.9537  -0.319
C -0.0163 -2.0335 -3.8815  -1.681
C -0.5884 3.0857 0.8936  -0.580
C -2.1876 -3.0242 1.6474  -1.544
C -0.3130 7.4382 -0.9168  -0.843
C 0.3337 1.0136 -6.0021  0.090
C 1.0465 3.7015 -2.4428  -1.813
C 1.9772 0.4601 -7.6729  -0.634
C -2.7501 2.5537 -3.2223  -0.271
C -3.3321 0.3849 6.7712  -0.493
C 0.6251 0.3524 -3.6028  1.890
C 0.1919 5.2169 -0.1064  -0.240
C -3.5361 2.0994 -5.8616  -0.853
C 5.7353 -4.5517 2.6079  -0.903
C -2.9764 -6.9423 -1.2805  -0.497
C 2.9445 1.4549 0.7505  0.297
C -7.1262 -0.9185 -2.7705  -0.790
H -5.2557 0.4161 5.8135  0.385
H -2.4359 2.7035 -2.1945  0.259
H 3.1244 -2.1716 -2.3674  0.151
H -7.2934 1.0515 -0.0122  0.438
H 3.1563 -3.3040 0.1675  0.244
H -0.6051 1.4766 -5.7208  0.210
H -0.0215 -5.2865 -1.0889  0.292
H 2.9060 -0.6855 -4.6151  0.559
H 3.6914 -0.6251 -6.9689  0.438
H -3.7396 0.4121 7.7752  0.361
H 6.1231 1.0125 3.1810  0.408
H 0.6687 9.0585 0.0932  0.395
H 2.6375 1.0304 3.8155  0.473
H -0.3566 0.2937 5.1419  0.457
H -1.1499 5.6340 -1.7273  0.507
H -2.5750 -2.2509 3.6601  0.641
H 1.3463 4.7387 -2.4688  0.776
H -1.9680 2.9127 3.8867  0.612
H 1.4300 -0.2589 4.0436  0.724
H 6.1529 2.4494 2.1523  0.419
H 1.6336 -2.3990 0.0644  -0.131
H -4.3131 0.3554 3.5237  0.500
H -3.8670 0.0615 -5.2557  0.320
H -3.0897 4.1742 -6.1830  0.420
H -2.3845 4.5733 -3.8451  0.386
H 1.6730 2.8682 -4.3684  0.696
H -0.8718 -3.9729 -3.3431  0.712
H 4.6630 -1.9565 -3.2450  0.304
H 2.3200 0.4944 -8.7014  0.367
H -0.8490 8.0836 -1.6025  0.427
H -2.4961 -4.0582 1.6775  0.641
H 1.8823 7.5674 1.6580  0.472
H 0.2848 -2.1383 -4.9132  0.691
H -5.3147 -1.4317 -3.8174  0.471
H -4.8251 1.1203 -0.4112  0.254
H -4.9097 -6.0209 -1.1043  0.408
H 0.9252 1.3937 3.5558  0.430
H 0.1625 1.5382 -8.0757  0.433
H 4.6181 -2.9482 -1.7808  0.286
H -0.9269 -7.5666 -1.4166  0.406
H 1.6076 -4.1740 0.1242  0.203
H -1.2913 0.3436 7.4350  0.421
H 6.7242 -4.4860 2.1690  0.327
H -3.9983 -3.7442 -0.7969  0.523
H -8.7465 -0.2557 -1.5295  0.390
H 4.5990 1.7883 2.7058  0.166
H 3.8638 3.1491 -1.2915  0.194
H 5.2266 -5.4556 2.2905  0.277
H 5.8229 -4.5333 3.6919  0.314
H 1.5842 5.1072 1.5212  0.594
H -1.0674 4.8156 2.2202  0.706
H 5.2998 3.3056 -0.2760  0.243
H -7.7609 -1.5067 -3.4238  0.414
H -3.8333 1.9182 -6.8875  0.403
H -3.3721 -7.9420 -1.4176  0.387
H 4.4749 4.7614 -0.8579  0.341

The calculation puts the gap between HOMO and LUMO (alpha / beta) at 0.18082 / 0.18246 Ha. For the maximum force, the calculation gives 0.011 Eh/bohr. The LUMO energy (alpha / beta) is -0.0488 / -0.0571 Ha. As for the expectation value of S²: 8.809. As for the spin multiplicity: 6.

# 6
# C4H14N2O

2 unconnected molecules or ions with the total composition C4H14N2O (ωB97M-V with the def2-TZVPD basis set, the OMol25 dataset).

Each line ends with the Mulliken charge.
Atoms and positions in Å:
O 0.6141 2.6498 -3.7007  -0.625
N 0.8374 0.3916 3.0010  -0.500
N 0.1776 0.8783 0.0126  -0.444
C 0.1944 -0.3552 0.7465  0.228
C -0.6709 -1.3655 -0.0510  -0.700
C -0.2744 -1.4817 -1.5441  -1.021
C -0.1593 -0.3460 2.2145  -0.814
H 0.2667 2.1673 -4.4705  0.312
H -0.8756 -0.7238 -2.0507  0.231
H -0.4598 -2.3197 0.4757  0.341
H 0.7474 1.3569 3.2545  0.184
H 0.7349 1.5629 0.5114  0.244
H -0.7184 1.3483 -0.1866  0.215
H -1.6279 -0.8710 -0.0373  0.380
H 1.2046 -0.7947 0.6614  0.105
H 0.8025 -1.2916 -1.7236  0.278
H -0.0249 3.3870 -3.7995  0.311
H -0.3798 -2.5172 -1.8573  0.357
H -0.2652 -1.3882 2.4640  0.423
H 1.0983 -0.2121 3.7710  0.215
H -1.2217 -0.0754 2.3086  0.279

The calculation puts the gap between HOMO and LUMO at 0.35132 Ha. The calculation puts the energy above the lowest of the compared OMol25 structures with the same formula, charge and spin at 42.5 kcal/mol. For the maximum force, the calculation gives 0.040 Eh/bohr. The LUMO energy is 0.0334 Ha.